An isolated molecule of C6H10O, computed with ωB97M-V/def2-TZVPD.

Computed properties:
**Net charge**: 0
**ΔE to the lowest compared entry with this formula, charge and spin**: 523.0 kJ/mol
**Frontier orbital gap**: 8.514 eV

Cartesian coordinates (Å):
H: -2.385 -0.005 1.792
C: -1.703 0.298 1.004
H: -1.157 1.217 1.193
C: 0.472 0.355 -1.261
H: -1.195 -1.807 0.559
H: 2.862 1.421 0.702
C: 2.379 0.581 0.203
C: 0.510 -0.555 -0.062
H: 0.631 -0.244 -2.177
O: 1.260 0.140 0.926
H: 3.095 -0.229 -0.004
H: -1.788 0.727 -1.160
H: 1.992 0.989 -0.772
H: 1.000 -1.535 -0.205
C: -0.947 -0.783 0.295
C: -2.056 -0.012 -0.412
H: -2.969 -0.560 -0.621


An isolated molecule of C6H10O at a distorted geometry, computed with ωB97M-V/def2-TZVPD.

Computed properties:
**Net charge**: 0
**SMILES**: C=C(C)[C@H]1O[C@@H]1C
**ΔE to the lowest compared entry with this formula, charge and spin**: 275.9 kJ/mol
**Frontier orbital gap**: 10.220 eV

Cartesian coordinates (Å):
H: -2.925 1.204 0.635
C: 1.760 -1.247 0.237
C: -2.726 0.383 0.063
C: 2.165 1.139 -0.221
C: 1.272 0.158 -0.045
H: -1.096 -0.054 1.430
C: -0.279 0.074 -0.584
H: 3.116 1.142 0.164
O: -0.880 -1.142 -0.361
C: -1.293 -0.101 0.447
H: 1.987 2.112 -0.728
H: -3.385 -0.393 0.304
H: 2.860 -1.167 0.520
H: -2.822 0.752 -0.897
H: -0.344 0.722 -1.396
H: 1.123 -1.717 1.072
H: 1.467 -1.866 -0.641


A structure of composition C6H10O at a distorted geometry, computed with ωB97M-V/def2-TZVPD.

Computed properties:
**Net charge**: 0
**ΔE to the lowest compared entry with this formula, charge and spin**: 265.5 kJ/mol
**Frontier orbital gap**: 9.550 eV

Cartesian coordinates (Å):
H: 0.186 -1.969 0.730
C: -1.212 0.462 0.216
H: -1.443 -0.600 0.359
C: -1.784 0.957 -1.111
H: -1.686 0.994 1.051
O: 0.819 0.403 1.632
H: 0.512 1.735 0.028
H: 2.381 -1.149 1.591
H: -1.331 0.433 -1.961
C: 1.789 -0.446 1.044
H: 1.800 -0.106 -1.276
H: -2.867 0.799 -1.160
C: 1.087 -1.608 0.250
C: 1.276 -0.272 -0.342
H: -1.601 2.031 -1.239
H: 1.786 -2.364 -0.123
C: 0.288 0.700 0.312


An isolated molecule of C6H10O, computed with ωB97M-V/def2-TZVPD.

Computed properties:
**Net charge**: 0
**SMILES**: C=C[C@@H]1CCCO1
**ΔE to the lowest compared entry with this formula, charge and spin**: 77.6 kJ/mol
**Frontier orbital gap**: 10.439 eV

Cartesian coordinates (Å):
C: -1.409 -0.385 0.355
H: 2.808 -0.297 1.602
C: -0.736 -1.305 -0.672
C: 1.864 -0.206 1.076
C: -0.987 1.000 -0.134
O: 0.315 -0.564 -1.278
H: -1.033 -0.566 1.368
H: -1.030 1.771 0.640
H: -1.428 -1.607 -1.467
H: -2.494 -0.520 0.373
C: 1.612 0.777 0.217
C: 0.414 0.743 -0.715
H: 2.355 1.556 0.041
H: 0.607 1.442 -1.538
H: 1.140 -1.000 1.242
H: -1.640 1.308 -0.960
H: -0.337 -2.220 -0.211


An isolated molecule of C6H10O, computed with ωB97M-V/def2-TZVPD.

Computed properties:
**Net charge**: 0
**ΔE to the lowest compared entry with this formula, charge and spin**: 409.1 kJ/mol
**Frontier orbital gap**: 8.140 eV

Cartesian coordinates (Å):
C: -0.671 -0.911 0.331
H: -0.741 -1.771 1.004
C: 1.612 -0.263 -0.016
H: -1.334 2.839 -0.018
H: -0.354 -2.429 -1.232
C: 0.417 0.025 0.854
H: 0.483 1.739 -0.145
H: 2.602 0.138 0.183
H: 1.930 -1.270 -1.887
C: -0.203 -1.356 -1.067
H: -1.734 2.177 1.531
O: 0.080 1.463 0.691
H: -0.744 -0.835 -1.869
H: -1.622 -0.366 0.316
H: 0.595 -0.071 1.928
C: -1.574 1.876 0.478
C: 1.257 -0.984 -1.082


An isolated molecule of C6H10O at a distorted geometry, computed with ωB97M-V/def2-TZVPD.

Computed properties:
**Net charge**: 0
**SMILES**: C[C@H]1C[C@H]1CC=O
**ΔE to the lowest compared entry with this formula, charge and spin**: 295.9 kJ/mol
**Frontier orbital gap**: 9.156 eV

Cartesian coordinates (Å):
C: -1.824 1.124 -1.459
H: 1.889 0.017 -0.560
H: 0.732 -1.438 1.875
H: -0.380 -1.690 0.337
H: 0.118 0.418 -1.450
C: -0.856 -0.036 -1.194
H: 2.655 -1.271 0.380
H: 2.529 0.366 1.058
O: -2.341 1.838 -0.637
C: -0.380 0.281 1.287
C: -0.818 -0.646 0.203
H: -0.891 0.305 2.240
C: 2.016 -0.383 0.451
H: -1.989 1.329 -2.548
H: -1.062 -0.785 -1.967
C: 0.694 -0.691 1.071
H: -0.094 1.262 0.912


A structure of composition C6H10O, computed with ωB97M-V/def2-TZVPD.

Computed properties:
**Net charge**: 0
**ΔE to the lowest compared entry with this formula, charge and spin**: 444.6 kJ/mol
**Frontier orbital gap**: 8.427 eV

Cartesian coordinates (Å):
H: -0.794 -0.332 1.767
H: 1.112 1.988 1.617
H: -0.655 0.332 -2.455
H: -1.257 1.278 1.134
H: -0.220 -2.008 -0.701
C: 0.910 1.036 1.119
C: 1.288 -1.870 0.543
H: 1.137 -1.163 -1.482
O: 0.912 1.142 -0.308
H: -1.982 -0.244 -1.423
C: 0.552 -1.218 -0.555
C: -0.145 0.154 -0.368
H: -1.506 1.473 -1.393
C: -0.514 0.478 1.090
H: 1.658 0.289 1.452
H: 0.637 -1.782 1.440
C: -1.133 0.447 -1.476


An isolated molecule of C6H10O at a distorted geometry, computed with ωB97M-V/def2-TZVPD.

Computed properties:
**Net charge**: 0
**SMILES**: C[C@H]1OC[C@H]2C[C@H]21
**ΔE to the lowest compared entry with this formula, charge and spin**: 97.6 kJ/mol
**Frontier orbital gap**: 10.855 eV

Cartesian coordinates (Å):
H: 1.578 0.655 -0.775
C: 0.526 0.666 -0.448
H: 0.263 2.775 -0.744
H: -1.851 -0.101 0.331
C: -0.199 1.839 -1.072
H: -0.143 1.783 -2.163
H: 0.237 -2.448 0.701
H: -1.252 1.854 -0.772
C: 0.802 -0.429 1.525
H: 0.290 -1.258 -1.617
C: -0.027 -0.746 -0.714
H: -1.816 -1.908 0.158
O: 0.507 0.837 0.970
H: 1.878 -0.658 1.454
C: -1.280 -0.984 0.056
H: 0.494 -0.452 2.574
C: 0.061 -1.376 0.634


A structure of composition C6H10O, computed with ωB97M-V/def2-TZVPD.

Computed properties:
**Net charge**: 0
**ΔE to the lowest compared entry with this formula, charge and spin**: 62.5 kJ/mol
**Frontier orbital gap**: 10.670 eV

Cartesian coordinates (Å):
H: -0.810 2.096 1.288
H: 1.444 2.059 -0.258
C: -0.256 -0.534 0.006
C: -0.389 1.280 0.697
C: 0.297 0.057 1.318
H: -1.195 -2.116 -1.105
C: -0.634 -1.978 -0.175
C: 0.589 0.169 -1.079
H: 1.616 -0.208 -1.124
H: -0.038 2.294 -1.209
H: -1.253 -2.330 0.655
O: -1.383 0.388 0.128
C: 0.480 1.615 -0.526
H: 0.133 0.054 -2.066
H: -0.243 -0.320 2.190
H: 1.378 0.074 1.486
H: 0.264 -2.603 -0.226


A structure of composition C6H10O at a distorted geometry, computed with ωB97M-V/def2-TZVPD.

Computed properties:
**Net charge**: 0
**ΔE to the lowest compared entry with this formula, charge and spin**: 85.4 kJ/mol
**Frontier orbital gap**: 10.623 eV

Cartesian coordinates (Å):
H: -1.865 -1.744 -0.677
C: -0.415 0.008 1.130
C: -0.363 -0.254 -0.409
H: 2.583 0.060 -0.332
H: -1.008 0.891 1.403
H: -1.574 -0.760 -2.131
C: 0.484 0.927 -0.891
C: 1.099 0.207 1.373
H: 0.777 0.967 -1.946
O: 0.813 -1.101 -0.523
H: -2.481 -0.089 -0.753
H: -0.820 -0.859 1.659
H: -0.020 1.825 -0.557
C: -1.641 -0.736 -1.041
H: 1.366 1.165 1.832
H: 1.544 -0.606 1.952
C: 1.519 0.099 -0.091


A cluster of 3 separate species, C6H10O in total, computed with ωB97M-V/def2-TZVPD.

Computed properties:
**Net charge**: 0
**ΔE to the lowest compared entry with this formula, charge and spin**: 586.7 kJ/mol
**Frontier orbital gap**: 9.672 eV

Cartesian coordinates (Å):
C: 1.247 -0.527 -0.226
C: -1.839 -0.700 -0.382
H: 1.664 1.252 0.920
H: 1.688 -1.280 -0.880
C: -1.676 0.154 0.802
C: -1.714 0.627 -0.614
C: 2.186 0.569 0.246
H: 2.605 1.138 -0.589
H: -0.324 0.915 -1.158
H: -2.437 0.415 1.537
H: -2.206 1.426 -1.151
H: 0.444 0.486 -1.090
C: 0.163 -0.949 0.512
H: 3.022 0.119 0.796
O: -0.406 -0.054 1.411
H: -0.108 -1.995 0.623
H: -2.310 -1.597 -0.756


A structure of composition C6H10O, computed with ωB97M-V/def2-TZVPD.

Computed properties:
**Net charge**: 0
**ΔE to the lowest compared entry with this formula, charge and spin**: 163.5 kJ/mol
**Frontier orbital gap**: 10.406 eV

Cartesian coordinates (Å):
H: 1.581 -1.580 0.068
H: -1.897 0.118 -2.653
H: 1.492 1.543 0.471
C: 1.865 -0.710 0.656
C: 1.027 -0.321 1.823
H: -1.830 -1.074 -0.434
H: -0.247 -1.069 -1.202
H: -1.052 1.072 0.818
C: -0.434 0.218 0.507
C: -1.006 -0.422 -0.745
C: 1.051 0.562 0.612
H: 2.935 -0.558 0.769
H: -0.707 1.288 -2.068
C: -1.507 0.607 -1.755
H: -2.315 1.214 -1.329
O: -0.327 -0.709 1.620
H: 1.372 -0.177 2.842


An isolated molecule of C6H10O at a distorted geometry, computed with ωB97M-V/def2-TZVPD.

Computed properties:
**Net charge**: 0
**SMILES**: C#CO[C@@H](C)CC
**ΔE to the lowest compared entry with this formula, charge and spin**: 312.4 kJ/mol
**Frontier orbital gap**: 10.275 eV

Cartesian coordinates (Å):
H: -0.717 1.893 0.028
H: 0.739 0.745 -1.503
C: -0.196 1.008 0.403
C: 0.207 -0.016 -0.914
H: 1.006 -0.737 -0.724
C: -0.881 -0.568 -1.824
O: -1.091 0.238 1.169
H: -1.243 -1.535 -1.465
H: -1.737 0.110 -1.886
H: 1.600 0.501 1.521
C: 1.078 1.379 1.133
H: -0.496 -0.719 -2.838
C: -0.367 -2.127 1.635
C: -0.595 -1.013 1.182
H: 0.087 -3.095 1.625
H: 0.843 2.023 1.989
H: 1.764 1.914 0.468


A structure of composition C6H10O at a distorted geometry, computed with ωB97M-V/def2-TZVPD.

Computed properties:
**Net charge**: 0
**ΔE to the lowest compared entry with this formula, charge and spin**: 448.4 kJ/mol
**Frontier orbital gap**: 9.132 eV

Cartesian coordinates (Å):
H: 0.316 2.392 -0.274
H: 1.332 -1.098 -1.100
H: 2.637 -0.066 -0.490
C: -0.647 -0.218 0.945
C: 1.743 -0.627 -0.200
O: -2.061 -0.019 -0.647
H: -0.757 -0.373 2.023
C: -1.329 0.931 0.162
C: 0.018 1.354 -0.452
H: -1.988 1.695 0.587
H: 0.060 1.151 -1.527
H: -0.435 -1.793 -0.933
H: 2.044 -1.426 0.487
C: -1.420 -1.098 -0.033
C: 0.734 0.305 0.443
H: -1.446 -2.124 -0.392
H: 1.205 0.812 1.291


A structure of composition C6H10O, computed with ωB97M-V/def2-TZVPD.

Computed properties:
**Net charge**: 0
**ΔE to the lowest compared entry with this formula, charge and spin**: 482.1 kJ/mol
**Frontier orbital gap**: 8.444 eV

Cartesian coordinates (Å):
C: -0.540 -0.343 0.856
H: 2.607 -0.139 -0.536
H: -0.840 -0.639 1.867
H: 1.393 -1.423 -0.780
C: -1.227 0.847 0.159
C: -1.225 -1.162 -0.259
H: 2.390 -1.372 0.688
H: -1.951 1.468 0.696
C: -0.030 1.605 -0.415
C: 1.847 -0.750 -0.038
H: 0.891 1.314 0.362
C: 0.920 0.072 0.800
H: 0.011 2.683 -0.228
H: -0.571 -1.650 -0.993
H: -1.963 -1.892 0.093
O: -1.860 0.007 -0.806
H: 0.149 1.374 -1.466


An isolated molecule of C6H10O at a distorted geometry, computed with ωB97M-V/def2-TZVPD.

Computed properties:
**Net charge**: 0
**SMILES**: O[C@@H]1C=CCCC1
**ΔE to the lowest compared entry with this formula, charge and spin**: 165.1 kJ/mol
**Frontier orbital gap**: 10.250 eV

Cartesian coordinates (Å):
C: -1.232 0.153 0.714
H: -0.371 2.134 0.887
C: -0.304 1.294 0.198
H: -0.727 1.622 -0.772
C: -0.885 -1.078 -0.061
H: -1.363 -2.034 0.651
H: -2.271 0.513 0.559
H: 1.170 0.309 -2.134
H: 2.221 -0.670 -1.130
O: -1.073 -0.357 2.030
H: -1.274 -1.380 1.834
C: 0.148 -1.214 -0.909
H: 0.274 -2.191 -1.360
H: 1.777 1.748 -0.254
C: 1.152 0.876 -0.023
C: 1.237 -0.166 -1.143
H: 1.521 0.441 0.912


An isolated molecule of C6H10O, computed with ωB97M-V/def2-TZVPD.

Computed properties:
**Net charge**: 0
**SMILES**: CC1=CCC[C@H]1O
**ΔE to the lowest compared entry with this formula, charge and spin**: 39.8 kJ/mol
**Frontier orbital gap**: 10.077 eV

Cartesian coordinates (Å):
H: 0.147 -1.700 1.007
H: 2.216 -0.591 -1.176
C: -0.732 -0.679 -0.334
C: -1.108 0.855 1.698
C: -0.188 0.334 0.647
C: 0.054 -0.357 -1.601
C: 1.415 0.150 -1.077
C: 1.099 0.555 0.348
H: -1.691 1.645 1.205
H: -1.824 0.090 2.018
H: 1.853 0.989 0.998
H: -1.818 -0.644 -0.483
H: -0.614 1.288 2.569
O: -0.418 -1.943 0.257
H: 1.742 1.044 -1.623
H: 0.128 -1.193 -2.302
H: -0.481 0.461 -2.102


An isolated molecule of C6H10O, computed with ωB97M-V/def2-TZVPD.

Computed properties:
**Net charge**: 0
**SMILES**: OCCCC1C=C1
**ΔE to the lowest compared entry with this formula, charge and spin**: 279.8 kJ/mol
**Frontier orbital gap**: 10.448 eV

Cartesian coordinates (Å):
C: 1.524 -0.074 -0.150
O: 0.232 -0.834 1.761
H: -1.230 1.710 -1.285
H: 1.041 1.866 -0.966
C: 0.787 -1.221 0.531
H: -1.713 -1.213 -1.483
C: 0.618 1.170 -0.230
H: 1.397 -2.115 0.681
H: 1.824 -0.399 -1.156
H: -0.014 -1.520 -0.160
C: -0.852 0.930 -0.623
C: -1.890 0.263 0.245
H: -0.628 -0.425 1.537
C: -1.513 -0.404 -0.801
H: -2.677 0.394 0.969
H: 0.651 1.692 0.735
H: 2.444 0.181 0.394


An isolated molecule of C6H10O, computed with ωB97M-V/def2-TZVPD.

Computed properties:
**Net charge**: 0
**SMILES**: C[C@H]1C[C@H]2OC[C@@H]12
**ΔE to the lowest compared entry with this formula, charge and spin**: 143.5 kJ/mol
**Frontier orbital gap**: 10.545 eV

Cartesian coordinates (Å):
C: -0.955 -0.207 -0.158
H: 1.431 0.919 -1.351
C: -0.154 1.071 0.265
C: -0.450 -0.927 1.127
H: 1.722 2.158 -0.093
H: -1.216 -0.974 1.911
H: -2.033 -0.013 -0.139
C: 1.257 1.183 -0.300
O: 1.732 0.167 0.606
H: -0.823 -0.316 -2.353
H: 0.708 0.567 2.406
H: 0.520 -1.087 -1.487
C: -0.559 -0.895 -1.460
H: -1.061 -1.865 -1.544
H: -0.735 1.978 0.441
H: 0.002 -1.914 0.992
C: 0.515 0.235 1.379


An isolated molecule of C6H10O, computed with ωB97M-V/def2-TZVPD.

Computed properties:
**Net charge**: 0
**SMILES**: O=CCCC1CC1
**ΔE to the lowest compared entry with this formula, charge and spin**: 66.7 kJ/mol
**Frontier orbital gap**: 10.836 eV

Cartesian coordinates (Å):
H: -2.992 2.191 0.442
C: -2.525 1.182 0.425
H: 1.286 0.422 -1.346
C: -0.565 -0.233 -0.351
H: -0.844 -0.961 0.419
H: -1.086 -0.543 -1.265
H: 1.154 -2.421 -0.118
H: -0.509 1.502 0.953
C: 1.846 -0.432 0.612
H: 2.539 -1.716 -1.078
C: 1.705 -1.530 -0.407
H: 2.777 0.128 0.643
H: -0.864 1.898 -0.713
O: -3.179 0.204 0.700
C: 0.931 -0.254 -0.567
C: -1.060 1.148 0.066
H: 1.385 -0.585 1.586


no.,E_tot (eV)
1,-8425.8195
2,-8428.3811
3,-8428.4885
4,-8430.4358
5,-8427.0005
6,-8428.1740
7,-8426.6322
8,-8430.2292
9,-8430.5923
10,-8430.3552
11,-8425.1600
12,-8429.5463
13,-8428.0029
14,-8426.5928
15,-8426.2434
16,-8429.5287
17,-8430.8274
18,-8428.3404
19,-8429.7535
20,-8430.5486